(1)
Computed, not measured: a single C7H8 molecule, with ωB97M-V/def2-TZVPD.

XYZ file:
```
15
Properties=species:S:1:pos:R:3
C -0.07 -1.07 2.13
C 0.03 -0.56 0.70
C 1.25 -0.18 0.08
C 1.18 0.75 -0.93
C -0.04 1.14 -1.50
C -1.21 0.57 -1.01
C -1.15 -0.36 0.04
H -0.94 -0.59 2.60
H 0.72 -0.80 2.83
H -0.13 -2.16 2.13
H 2.00 -0.92 0.33
H 2.00 0.99 -1.60
H -0.04 1.62 -2.47
H -2.12 1.15 -1.16
H -2.17 -0.53 0.39
```

Calculated values
HOMO energy (hartree): -0.3135
Total energy (eV): -7387.243
Largest force on an atom (eV/Å): 2.7
Orbital gap (eV): 9.64
Structure (SMILES): Cc1ccccc1

natural (NBO) population analysis, charges in e, atoms 1 to 8:
1 C -0.6423
2 C 0.0143
3 C -0.2380
4 C -0.2023
5 C -0.2364
6 C -0.1992
7 C -0.2288
8 H 0.2223

(2)
Computed, not measured: a single C7H8 molecule, with ωB97M-V/def2-TZVPD.

XYZ file:
```
15
Properties=species:S:1:pos:R:3
C -1.20 -0.15 -0.08
C 1.57 -0.06 -0.01
C -2.05 1.00 0.04
C 2.48 -1.08 0.03
C -1.77 -1.48 0.01
C 1.06 1.38 -0.04
C 0.21 0.18 -0.13
H -1.68 1.94 0.14
H -3.15 0.99 0.26
H 2.21 -2.02 -0.21
H 3.54 -0.96 0.35
H -2.86 -1.55 -0.06
H -0.95 -2.27 -0.17
H 1.21 2.10 0.89
H 1.39 1.97 -1.01
```

Calculated values
HOMO energy (spin up / spin down) (hartree): -0.2641 / -0.2909
Total energy (eV): -7382.133
Largest force on an atom (eV/Å): 4.0
Orbital gap (spin up / spin down) (eV): 6.62 / 6.93

natural (NBO) population analysis, charges in e, atoms 1 to 8:
1 C -0.1500
2 C -0.0413
3 C -0.2924
4 C -0.3557
5 C -0.3368
6 C -0.4452
7 C 0.0396
8 H 0.1825

(3)
Computed, not measured: a 2-piece molecular cluster, C7H8 overall, with ωB97M-V/def2-TZVPD.

XYZ file:
```
15
Properties=species:S:1:pos:R:3
C -0.14 -1.63 1.21
C -0.57 -0.72 0.36
C -1.94 -0.53 -0.21
C -1.26 0.72 -0.51
C -0.61 1.71 -0.96
H -0.72 -2.51 1.46
H 0.88 -1.61 1.59
H -2.76 -0.43 0.50
H -2.20 -1.15 -1.06
H -0.92 2.51 -1.62
H 0.55 1.59 -0.71
C 1.85 0.57 -0.23
C 3.04 0.69 -0.01
H 0.73 -0.07 -0.04
H 4.06 0.84 0.22
```

Calculated values
HOMO energy (hartree): -0.3371
Total energy (eV): -7380.397
Largest force on an atom (eV/Å): 2.5
Orbital gap (eV): 9.98
Structure (SMILES): C=C1CC1=C.C#C

natural (NBO) population analysis, charges in e, atoms 1 to 8:
1 C -0.3562
2 C -0.1812
3 C -0.4977
4 C 0.1766
5 C -0.4263
6 H 0.1942
7 H 0.2063
8 H 0.2345

(4)
Computed, not measured: a single C7H8 molecule, with ωB97M-V/def2-TZVPD.

XYZ file:
```
15
Properties=species:S:1:pos:R:3
C 3.39 0.06 0.08
C 4.53 -0.52 0.23
C -0.34 0.70 0.36
C -0.89 -0.66 -0.12
C 0.94 1.21 -0.28
C 0.22 -1.66 -0.08
C 2.19 0.58 0.06
H -1.24 1.19 0.12
H -0.33 0.64 1.44
H -1.73 -0.89 0.53
H -1.28 -0.68 -1.11
H 0.92 1.24 -1.39
H 1.04 2.18 0.10
H 0.39 -2.41 0.72
H 0.35 -2.10 -1.09
```

Calculated values
HOMO energy (spin up / spin down) (hartree): -0.2549 / -0.2550
Total energy (eV): -7378.953
Largest force on an atom (eV/Å): 3.9
Orbital gap (spin up / spin down) (eV): 5.40 / 5.49

natural (NBO) population analysis, charges in e, atoms 1 to 8:
1 C -0.4866
2 C 0.1599
3 C -0.3766
4 C -0.4753
5 C -0.5360
6 C -0.3353
7 C 0.2875
8 H 0.2175

(5)
Computed, not measured: a single C7H8 molecule, with ωB97M-V/def2-TZVPD.

XYZ file:
```
15
Properties=species:S:1:pos:R:3
C 0.79 -1.84 -2.41
C 0.76 -0.87 -1.70
C 0.75 0.26 -0.76
C -0.06 -0.06 0.51
C -1.57 0.04 0.25
C 0.35 0.80 1.62
C 0.70 1.50 2.55
H 0.83 -2.70 -3.05
H 0.33 1.15 -1.25
H 1.78 0.51 -0.49
H 0.17 -1.10 0.80
H -1.84 1.07 0.00
H -1.86 -0.62 -0.58
H -2.14 -0.25 1.14
H 1.01 2.10 3.37
```

Calculated values
HOMO energy (hartree): -0.3656
Total energy (eV): -7385.053
Largest force on an atom (eV/Å): 0.5
Orbital gap (eV): 10.98
Structure (SMILES): C#CC[C@H](C)C#C

natural (NBO) population analysis, charges in e, atoms 1 to 8:
1 C -0.2439
2 C -0.0102
3 C -0.4659
4 C -0.2869
5 C -0.5923
6 C 0.0097
7 C -0.2554
8 H 0.2383

(6)
Computed, not measured: C7H8AsCuF6NO3 as an isolated structure, with ωB97M-V/def2-TZVPD.

XYZ file:
```
27
Properties=species:S:1:pos:R:3
Cu -33.87 13.38 2.93
As -31.48 13.77 0.47
F -32.12 12.01 0.71
F -32.34 13.98 -1.07
F -30.72 15.42 0.32
F -30.53 13.48 2.00
F -30.00 13.03 -0.26
F -32.97 14.52 1.25
C -32.95 12.57 5.48
O -32.17 13.22 4.57
H -33.95 12.97 5.68
H -33.02 11.52 5.20
H -32.24 12.46 6.30
C -38.38 10.57 -1.35
C -38.59 12.06 -1.20
C -38.04 12.70 -0.06
C -37.08 12.05 0.67
C -36.85 10.70 0.52
C -37.46 9.93 -0.49
N -36.34 12.79 1.72
O -36.11 13.93 1.39
O -35.97 12.23 2.76
H -38.87 9.94 -2.08
H -39.27 12.63 -1.81
H -38.14 13.77 0.09
H -36.13 10.15 1.11
H -37.16 8.90 -0.65
```

Calculated values
Net charge: -1
HOMO energy (hartree): -0.1355
Total energy (eV): -136803.493
Largest force on an atom (eV/Å): 3.7
Orbital gap (eV): 4.56

natural (NBO) population analysis, charges in e, atoms 1 to 8:
1 Cu 0.8312
2 As 2.7683
3 F -0.6382
4 F -0.6141
5 F -0.6216
6 F -0.5902
7 F -0.6260
8 F -0.6611

(7)
Computed, not measured: C7H8Br4F9O9S3Ti as an isolated structure, with ωB97M-V/def2-TZVPD.

XYZ file:
```
41
Properties=species:S:1:pos:R:3
Ti 0.70 -0.09 0.17
C -0.15 4.97 -3.74
F 0.18 5.07 -5.05
F -0.24 6.18 -3.18
F -1.30 4.40 -3.54
S 1.23 3.90 -3.00
O 2.37 4.75 -2.59
O 0.67 3.14 -1.90
O 1.60 3.02 -4.11
C 3.02 3.83 4.81
F 4.01 4.29 5.54
F 2.29 2.91 5.42
F 2.24 4.86 4.55
S 3.87 3.19 3.13
O 3.89 4.32 2.13
O 5.26 2.81 3.51
O 3.11 2.00 2.58
C 1.28 -5.14 -3.94
F 1.33 -5.70 -2.82
F 1.97 -5.84 -4.80
F 0.03 -5.32 -4.41
S 1.88 -3.27 -3.94
O 1.42 -2.53 -5.14
O 1.29 -2.75 -2.75
O 3.34 -3.18 -4.00
Br 0.29 -3.51 8.87
C 0.45 -3.26 6.94
C -0.84 -2.57 6.48
Br -0.38 -1.73 4.80
H 0.79 -4.13 6.39
H 1.29 -2.58 6.82
H -1.15 -1.89 7.27
H -1.76 -3.15 6.52
Br -3.89 -0.53 -1.71
C -4.98 -0.31 -3.40
C -5.99 -1.42 -3.40
Br -7.44 -1.15 -4.72
H -4.27 -0.37 -4.22
H -5.40 0.70 -3.41
H -6.41 -1.54 -2.40
H -5.58 -2.38 -3.73
```

Calculated values
Net charge: -2
HOMO energy (spin up / spin down) (hartree): -0.1424 / -0.1424
Total energy (eV): -386061.200
Largest force on an atom (eV/Å): 5.2
Orbital gap (spin up / spin down) (eV): 6.11 / 6.20
2S+1: 4

natural (NBO) population analysis, charges in e, atoms 1 to 8:
1 Ti 0.9963
2 C 0.7172
3 F -0.3281
4 F -0.3297
5 F -0.3169
6 S 2.2755
7 O -0.9771
8 O -1.0437

(8)
Computed, not measured: a 2-piece molecular cluster, C7H8BrF2N4 overall, with ωB97M-V/def2-TZVPD.

XYZ file:
```
22
Properties=species:S:1:pos:R:3
C -2.23 -1.62 1.58
C -1.32 -0.70 2.10
C -0.88 -1.81 -0.36
C -1.95 -2.20 0.29
C -0.20 -0.27 1.32
C 0.74 -0.35 -0.98
C -0.61 1.24 -2.06
N 1.83 -0.76 -1.34
N -0.06 -0.87 0.07
N 0.31 1.97 -2.71
N 0.49 0.79 1.71
F -1.40 0.39 -2.60
F -1.19 1.81 -1.05
Br -3.13 -3.55 -0.34
H -3.00 -2.11 2.20
H -1.44 -0.40 3.08
H -0.40 -2.28 -1.23
H 2.25 -1.53 -0.99
H 0.90 1.33 -3.36
H 0.83 2.66 -2.38
H 0.45 1.01 2.71
H 1.37 0.94 1.19
```

Calculated values
Net charge: +1
HOMO energy (hartree): -0.4359
Total energy (eV): -88816.561
Largest force on an atom (eV/Å): 8.5
Orbital gap (eV): 7.91

natural (NBO) population analysis, charges in e, atoms 1 to 8:
1 C -0.0972
2 C -0.2682
3 C 0.0289
4 C -0.1493
5 C 0.4445
6 C 0.1888
7 C 1.0109
8 N -0.6305

What did the seventh record say?
Computed, not measured: C7H8Br4F9O9S3Ti as an isolated structure, with ωB97M-V/def2-TZVPD.

XYZ file:
```
41
Properties=species:S:1:pos:R:3
Ti 0.70 -0.09 0.17
C -0.15 4.97 -3.74
F 0.18 5.07 -5.05
F -0.24 6.18 -3.18
F -1.30 4.40 -3.54
S 1.23 3.90 -3.00
O 2.37 4.75 -2.59
O 0.67 3.14 -1.90
O 1.60 3.02 -4.11
C 3.02 3.83 4.81
F 4.01 4.29 5.54
F 2.29 2.91 5.42
F 2.24 4.86 4.55
S 3.87 3.19 3.13
O 3.89 4.32 2.13
O 5.26 2.81 3.51
O 3.11 2.00 2.58
C 1.28 -5.14 -3.94
F 1.33 -5.70 -2.82
F 1.97 -5.84 -4.80
F 0.03 -5.32 -4.41
S 1.88 -3.27 -3.94
O 1.42 -2.53 -5.14
O 1.29 -2.75 -2.75
O 3.34 -3.18 -4.00
Br 0.29 -3.51 8.87
C 0.45 -3.26 6.94
C -0.84 -2.57 6.48
Br -0.38 -1.73 4.80
H 0.79 -4.13 6.39
H 1.29 -2.58 6.82
H -1.15 -1.89 7.27
H -1.76 -3.15 6.52
Br -3.89 -0.53 -1.71
C -4.98 -0.31 -3.40
C -5.99 -1.42 -3.40
Br -7.44 -1.15 -4.72
H -4.27 -0.37 -4.22
H -5.40 0.70 -3.41
H -6.41 -1.54 -2.40
H -5.58 -2.38 -3.73
```

Calculated values
Net charge: -2
HOMO energy (spin up / spin down) (hartree): -0.1424 / -0.1424
Total energy (eV): -386061.200
Largest force on an atom (eV/Å): 5.2
Orbital gap (spin up / spin down) (eV): 6.11 / 6.20
2S+1: 4

natural (NBO) population analysis, charges in e, atoms 1 to 8:
1 Ti 0.9963
2 C 0.7172
3 F -0.3281
4 F -0.3297
5 F -0.3169
6 S 2.2755
7 O -0.9771
8 O -1.0437

Please write out number 1 again, unchanged.
Computed, not measured: a single C7H8 molecule, with ωB97M-V/def2-TZVPD.

XYZ file:
```
15
Properties=species:S:1:pos:R:3
C -0.07 -1.07 2.13
C 0.03 -0.56 0.70
C 1.25 -0.18 0.08
C 1.18 0.75 -0.93
C -0.04 1.14 -1.50
C -1.21 0.57 -1.01
C -1.15 -0.36 0.04
H -0.94 -0.59 2.60
H 0.72 -0.80 2.83
H -0.13 -2.16 2.13
H 2.00 -0.92 0.33
H 2.00 0.99 -1.60
H -0.04 1.62 -2.47
H -2.12 1.15 -1.16
H -2.17 -0.53 0.39
```

Calculated values
HOMO energy (hartree): -0.3135
Total energy (eV): -7387.243
Largest force on an atom (eV/Å): 2.7
Orbital gap (eV): 9.64
Structure (SMILES): Cc1ccccc1

natural (NBO) population analysis, charges in e, atoms 1 to 8:
1 C -0.6423
2 C 0.0143
3 C -0.2380
4 C -0.2023
5 C -0.2364
6 C -0.1992
7 C -0.2288
8 H 0.2223

Q: Which value of total energy does entry 5 give?
A: -7385.053 eV